*P*
9
Properties=species:S:1:pos:R:3:lowdin_charge:R:1 method="wB97M-V/def2-TZVPD" gap_ha=0.3547 total_charge=0 multiplicity=1 homo_energy_ha=-0.37825
C 0.1436 -0.0503 1.1923 -0.350
N -1.0840 -0.3288 0.6048 0.048
O 0.9888 0.4662 0.5079 0.021
H -0.1825 -1.3875 2.1670 0.241
H -1.2329 -0.2230 -0.3898 0.088
H -1.8543 0.0783 1.1058 0.080
H 1.6405 0.3669 -2.2451 0.026
H 0.8406 0.5085 -0.9727 -0.047
O 0.7401 0.5697 -1.9703 -0.108



*Q*
9
Properties=species:S:1:pos:R:3:lowdin_charge:R:1 method="wB97M-V/def2-TZVPD" gap_ha="0.2064 / 0.2122" total_charge=0 multiplicity=1 homo_energy_ha="-0.29656 / -0.30134"
C -1.3427 -0.5711 -0.3859 -0.312
N 1.7971 1.5062 0.3760 -0.005
O -0.4558 0.4007 -0.2630 -0.211
O 1.9478 0.2695 0.3642 0.024
H -2.2245 -0.2214 -0.9186 0.079
H -1.5199 -1.0350 0.6120 0.078
H -0.9401 -1.4262 -0.9211 0.069
H 1.5010 2.0114 1.1605 0.095
H 1.2427 1.8577 -0.5491 0.183



*R*
9
Properties=species:S:1:pos:R:3:lowdin_charge:R:1 method="wB97M-V/def2-TZVPD" gap_ha=0.3813 total_charge=0 multiplicity=1 smiles=CNOO homo_energy_ha=-0.34146
C -1.0363 0.1870 0.7190 -0.038
N -0.0265 -0.7395 0.0716 -0.213
O 1.1768 -0.4259 0.0353 -0.145
O 1.4616 0.7408 -1.0090 -0.108
H -2.0163 -0.4314 0.6853 0.108
H -0.4753 0.3462 1.6970 0.105
H -1.1164 1.1142 0.1590 0.060
H -0.2161 -1.3969 -0.7936 0.183
H 2.2485 0.6054 -1.5646 0.048



Stability, highest: *P*



*P*
9
Properties=species:S:1:pos:R:3:lowdin_charge:R:1 method="wB97M-V/def2-TZVPD" gap_ha=0.4131 total_charge=0 multiplicity=1 smiles="NC=O.O" homo_energy_ha=-0.38212
N -1.0294 -0.1961 0.0299 0.123
C -0.6402 0.7364 0.9422 -0.419
O 0.3285 1.4395 0.8155 0.017
H -0.5659 -0.1582 -0.8492 0.076
H -1.9324 -0.5873 0.0478 0.080
H -1.2958 0.7150 1.8274 0.125
O 1.7216 -0.8050 -1.3175 -0.073
H 1.5320 -1.2473 -0.4752 0.038
H 1.8816 0.1030 -1.0208 0.033



*Q*
9
Properties=species:S:1:pos:R:3:lowdin_charge:R:1 method="wB97M-V/def2-TZVPD" gap_ha="0.3511 / 0.3511" total_charge=0 multiplicity=1 smiles="C=[NH+][O-].O" homo_energy_ha="-0.32678 / -0.32675"
C 1.4411 0.8546 -0.2694 0.021
N 1.0171 -0.3540 -0.0031 -0.297
O 1.3976 -1.1697 0.8195 -0.085
H 0.8402 1.5984 -0.9366 0.113
H 2.1566 1.2356 0.3482 0.033
H 0.1964 -0.7461 -0.6910 0.197
O -2.1667 -0.1379 0.1008 -0.041
H -2.0481 -0.5310 0.9179 -0.008
H -2.8341 -0.7499 -0.2863 0.067



Stability, highest: *P*



*P*
21
Properties=species:S:1:pos:R:3:lowdin_charge:R:1 method="wB97M-V/def2-TZVPD" gap_ha=0.3287 total_charge=0 multiplicity=1 smiles=CSC.O.O.O.O homo_energy_ha=-0.31369
C -0.0193 2.0782 -2.0210 -0.389
S 0.6686 0.3969 -2.3839 0.736
C 0.2796 0.2187 -4.0784 -0.506
H -1.0191 2.0321 -1.5822 0.025
H 0.6576 2.4161 -1.2409 0.013
H -0.1240 2.7070 -2.9018 0.033
H 0.8566 -0.5430 -4.6101 0.034
H 0.1782 1.1066 -4.7053 0.040
H -0.7160 -0.2531 -4.1545 0.029
O -0.5037 1.7403 4.0662 -0.054
H -0.3370 2.0745 4.9262 0.015
H 0.3593 1.3772 3.8090 -0.004
O 0.2018 -0.2288 1.3304 -0.060
H -0.1073 0.5998 0.9421 0.036
H -0.4375 -0.1719 2.0596 0.044
O 1.5470 -0.3200 3.8835 -0.058
H 2.4527 -0.3785 4.1935 0.048
H 1.5796 0.0555 2.9929 0.015
O -2.6322 -4.1087 0.0971 -0.056
H -2.1961 -3.6279 -0.6115 0.030
H -2.6291 -3.4954 0.8323 0.025



*Q*
21
Properties=species:S:1:pos:R:3:lowdin_charge:R:1 method="wB97M-V/def2-TZVPD" gap_ha=0.3148 total_charge=0 multiplicity=1 smiles=CSC.O.O.O.O homo_energy_ha=-0.30530
C 0.9002 1.3444 1.4324 -0.420
S -0.2865 0.2145 2.1863 0.752
C -1.4009 -0.2734 0.8598 -0.421
H 0.3549 2.1106 0.8845 0.040
H 1.7216 0.8697 0.9045 -0.002
H 1.3745 1.8683 2.2675 0.028
H -1.9115 -1.1606 1.2304 0.038
H -2.0969 0.5413 0.6727 0.000
H -0.9291 -0.4811 -0.1012 0.014
O 2.2340 -0.4425 -1.2778 -0.046
H 2.6181 -0.6357 -0.4158 0.047
H 2.6057 0.4215 -1.4996 0.073
O -0.2545 -0.2818 -2.3916 -0.069
H -0.2770 -1.1090 -2.8672 0.038
H 0.6041 -0.2070 -1.9400 -0.017
O 1.0744 -2.6020 1.1628 -0.071
H 1.4665 -2.3514 2.0025 0.027
H 0.9487 -1.8083 0.6412 -0.025
O -2.8581 1.5980 -0.9339 -0.074
H -3.5642 0.9546 -1.0914 0.052
H -2.3243 1.4297 -1.7260 0.037



Stability, highest: *Q*



*P*
12
Properties=species:S:1:pos:R:3:lowdin_charge:R:1 method="wB97M-V/def2-TZVPD" gap_ha=0.3424 total_charge=0 multiplicity=1 homo_energy_ha=-0.31714
C 0.4074 1.7501 0.1188 0.030
C 0.0091 0.5095 0.1150 -0.229
N -2.3502 -0.8525 -0.0620 -0.082
N 1.9531 -0.6922 0.0761 0.081
O -1.8906 0.3956 -0.0055 -0.167
O 0.5077 -0.7125 0.1212 -0.107
H 1.4478 2.0188 0.2044 0.057
H -0.3227 2.5320 0.0614 0.060
H -2.1493 -1.3930 0.7783 0.085
H -2.0588 -1.3494 -0.9017 0.083
H 2.2311 -1.6158 0.3982 0.093
H 2.2154 -0.5907 -0.9043 0.097



*Q*
12
Properties=species:S:1:pos:R:3:lowdin_charge:R:1 method="wB97M-V/def2-TZVPD" gap_ha=0.3616 total_charge=0 multiplicity=1 homo_energy_ha=-0.35336
C -2.0120 -0.1438 0.7375 -0.139
C 0.3420 -0.0302 -0.7594 -0.607
H -2.3248 0.9958 1.4268 0.140
H -2.9450 -0.8729 0.4953 0.064
H -0.9992 -1.1270 1.3108 0.183
H -1.5110 1.5420 -0.8535 0.274
H 2.0225 -0.4742 -0.0166 0.142
H 1.2885 1.0186 1.3767 0.190
N -0.9790 0.3586 -0.3913 -0.093
N 1.0387 -0.7089 0.2370 -0.006
O 0.9344 0.2742 -1.8084 0.024
O 0.8245 0.0275 1.4924 -0.172



Stability, highest: *P*



*P*
10
Properties=species:S:1:pos:R:3:lowdin_charge:R:1 method="wB97M-V/def2-TZVPD" gap_ha=0.3884 total_charge=0 multiplicity=1 smiles=CC1NN1 homo_energy_ha=-0.34008
C -0.8222 0.4735 0.5720 -0.017
C 0.3954 -0.6074 -0.0970 -0.377
N 0.7758 -0.5593 -1.4231 -0.034
N 1.6418 0.0466 -0.4215 -0.008
H -1.2957 0.0730 1.4236 0.014
H -1.5603 0.4846 -0.2174 0.037
H -0.1453 1.4110 0.7558 0.086
H 0.2215 -1.5821 0.4814 0.137
H 1.0936 -1.3489 -1.9234 0.078
H 1.5793 1.0501 -0.6052 0.083



*Q*
10
Properties=species:S:1:pos:R:3:lowdin_charge:R:1 method="wB97M-V/def2-TZVPD" gap_ha=0.3704 total_charge=0 multiplicity=1 homo_energy_ha=-0.33213
H -2.0432 -1.5141 0.3619 0.028
N -2.0598 -0.5813 0.7771 0.056
C -1.0299 0.0888 0.4426 -0.358
N -0.0051 -0.2732 -0.3932 -0.074
C 1.2532 0.4396 -0.3646 -0.114
H -0.9447 1.1057 0.8146 0.110
H 0.0580 -1.2554 -0.6096 0.123
H 1.0792 1.4807 -0.1132 0.074
H 1.9404 0.0630 0.4089 0.082
H 1.7519 0.4461 -1.3245 0.073



Stability, highest: *Q*



*P*
23
Properties=species:S:1:pos:R:3:lowdin_charge:R:1 method="wB97M-V/def2-TZVPD" gap_ha="0.2489 / 0.2273" total_charge=+2 multiplicity=3 homo_energy_ha="-0.51222 / -0.64144"
C 3.4061 -0.1201 -0.7129 0.049
C 2.4044 -1.0396 -0.8705 -0.015
C 3.0342 1.1888 -0.4439 0.083
C 1.0478 -0.8061 -0.7309 0.041
C 1.6812 1.4018 0.0320 -0.142
C 0.7427 0.3642 -0.1100 -0.147
C -2.4546 -0.6080 -0.0229 -0.376
N 1.4484 2.4867 0.7083 0.016
N 1.4012 3.3123 1.4466 0.345
N -2.3398 -0.1736 -1.2928 0.275
N -3.4063 -1.3064 0.5403 0.287
N -0.4807 0.6094 0.4637 -0.025
O -1.1033 1.8679 0.4762 0.095
O -1.4097 -0.4626 0.7831 0.138
H 4.4117 -0.3028 -1.0342 0.149
H 2.6364 -1.9748 -1.3003 0.126
H 3.6971 2.0813 -0.3841 0.156
H 0.4042 -1.5763 -0.8289 0.105
H -2.9435 -0.5029 -2.0410 0.166
H -1.4558 0.0861 -1.6754 0.123
H -4.2545 -1.5449 0.0594 0.157
H -3.5014 -1.6264 1.5293 0.197
H -1.1657 2.1981 1.4404 0.195



*Q*
23
Properties=species:S:1:pos:R:3:lowdin_charge:R:1 method="wB97M-V/def2-TZVPD" gap_ha="0.2813 / 0.2652" total_charge=+2 multiplicity=3 homo_energy_ha="-0.60347 / -0.66463"
C 2.9399 1.2112 -1.7693 0.039
C 3.0684 0.6443 -0.4773 0.032
C 1.6731 1.3411 -2.4484 0.106
C 1.9212 0.0703 0.0992 0.054
C 0.5169 0.9159 -1.7493 -0.126
C 0.6505 0.1523 -0.5017 -0.152
C -1.5310 -1.4507 1.7216 -0.455
N -0.7702 1.0673 -2.1725 0.114
N -1.7017 1.4608 -2.6219 0.457
N -2.6387 -1.1661 1.1031 0.230
N -1.5846 -2.2978 2.6938 0.264
N -0.4984 -0.3463 0.0237 0.100
O -1.7990 1.1708 0.1859 -0.020
O -0.3985 -0.9274 1.2887 0.096
H 3.7499 1.6587 -2.3048 0.127
H 4.0633 0.5740 0.0674 0.166
H 1.6085 1.9029 -3.3756 0.146
H 2.0435 -0.6784 0.8792 0.139
H -3.5462 -1.3566 1.5563 0.174
H -2.6292 -0.2920 0.5112 0.103
H -2.5192 -2.3938 3.1064 0.164
H -0.9126 -2.9065 3.1902 0.184
H -1.7061 1.6460 0.9941 0.057



Stability, highest: *Q*



*P*
20
Properties=species:S:1:pos:R:3:lowdin_charge:R:1 method="wB97M-V/def2-TZVPD" gap_ha=0.3629 total_charge=0 multiplicity=1 homo_energy_ha=-0.33331
C 0.7951 -1.4263 1.1396 -0.029
C 1.5559 -1.3165 2.2128 0.005
C 0.5875 0.6296 -2.1732 -0.088
C -1.7380 0.2614 -1.2215 -0.108
C -0.2394 -0.3423 -1.1131 -0.366
N 0.2151 -0.0537 0.2642 -0.332
O 1.0006 1.7351 1.7659 -0.437
O -1.3798 0.7222 1.8857 -0.330
S -0.1017 1.3547 0.9133 0.849
H 0.8706 -2.2881 0.5418 0.066
H 1.8289 -0.4463 2.6711 0.015
H 2.0609 -2.2971 2.5321 0.097
H -1.3344 1.1816 2.7904 0.087
H 0.3655 0.3227 -3.2658 0.084
H 0.3500 1.7376 -2.0078 0.071
H 1.7242 0.5318 -2.0309 0.077
H -2.2659 0.0918 -0.2414 0.066
H -2.2759 -0.2695 -1.9670 0.046
H -1.8369 1.3589 -1.4299 0.077
H -0.1823 -1.4876 -1.2663 0.149



*Q*
20
Properties=species:S:1:pos:R:3:lowdin_charge:R:1 method="wB97M-V/def2-TZVPD" gap_ha=0.3549 total_charge=0 multiplicity=1 homo_energy_ha=-0.34105
C 0.9733 0.0583 -1.1956 -0.180
C 2.1326 0.9979 -1.4938 -0.070
C -2.0999 0.3505 0.7454 -0.169
C -0.9054 -1.9212 0.4587 -0.049
C -1.3368 -0.5044 -0.0822 -0.318
N 0.1479 0.4525 -0.3444 -0.064
O 1.9728 1.9805 1.0988 -0.453
O 1.0954 -0.0421 2.0273 -0.449
S 0.7743 1.2573 1.4578 0.784
H 0.9824 -0.8416 -1.8099 0.130
H 1.9102 2.0226 -1.2128 0.071
H 2.3982 0.8817 -2.4950 0.049
H 3.1384 0.8083 -1.1472 0.087
H -1.8190 0.1986 1.8994 0.122
H -2.0801 1.4735 0.4988 0.107
H -3.1877 0.1032 0.7876 0.091
H -1.7269 -2.5030 1.0717 0.126
H -0.0603 -1.6766 1.1251 0.051
H -0.5604 -2.4786 -0.3432 0.030
H -1.7489 -0.6175 -1.0465 0.105



Stability, highest: *Q*



*P*
16
Properties=species:S:1:pos:R:3:lowdin_charge:R:1 method="wB97M-V/def2-TZVPD" gap_ha="0.3912 / 0.2516" total_charge=0 multiplicity=2 homo_energy_ha="-0.36463 / -0.36429"
O 0.2705 0.0078 2.8729 0.001
C -0.6650 -0.0335 2.0865 -0.363
N -0.4669 -0.2692 0.7791 0.036
C 0.7714 0.0031 -0.0279 -0.227
C 0.5627 1.2754 -0.8348 -0.259
O -0.7356 1.3117 -1.3504 -0.145
C 0.7391 -1.1441 -1.1262 -0.215
O -0.4138 -1.1929 -1.9193 -0.016
H -1.7121 -0.1794 2.4613 0.141
H -1.3074 0.0716 0.1907 0.155
H 1.6820 -0.0333 0.6313 0.166
H 0.5700 2.2131 -0.2359 0.146
H 1.1648 1.3144 -1.7319 0.117
H -0.8765 0.1823 -1.6800 0.137
H 0.7572 -2.2458 -0.6479 0.199
H 1.5726 -1.0565 -1.8515 0.127



*Q*
16
Properties=species:S:1:pos:R:3:lowdin_charge:R:1 method="wB97M-V/def2-TZVPD" gap_ha="0.3696 / 0.2127" total_charge=0 multiplicity=2 homo_energy_ha="-0.35205 / -0.35152"
C 1.8748 -2.2663 -1.8756 0.032
C 1.2014 -0.9229 -1.6091 -0.621
O 1.4072 -0.5190 -0.3814 0.210
O 0.6272 -0.2744 -2.4507 0.114
H 1.5356 -2.9470 -1.0916 0.087
H 2.9401 -2.1759 -1.7097 0.092
H 1.4393 -2.6935 -2.7676 0.097
C -0.8201 0.1914 2.5815 -0.010
C -1.3653 1.1321 1.5303 -0.595
O -1.9435 2.1535 1.8468 0.035
N -1.0619 0.8295 0.2424 0.167
H -1.4367 1.3445 -0.5401 0.117
H -0.4317 0.0713 0.0399 0.039
H 0.0480 0.6119 3.0941 0.087
H -0.4952 -0.7422 2.1270 0.064
H -1.5957 0.0228 3.3286 0.085



Stability, highest: *Q*